(1)
Density functional theory data (ωB97M-V with the def2-TZVPD basis set) for a molecular structure, C31H39ClN6OTi.

Structure (XYZ):
```
79
Properties=species:S:1:pos:R:3:mulliken_charge:R:1
Ti -0.291 1.362 -0.374 -1.65
C -0.147 -2.360 -1.802 0.22
C 1.202 -2.413 -1.093 -0.96
C 1.831 -1.044 -0.866 -1.49
N 1.140 -0.173 0.090 1.17
C 1.488 -0.282 1.364 1.67
C 2.280 -1.336 1.876 -1.15
C 2.611 -1.683 3.173 -0.84
C 2.300 -1.083 4.384 -0.84
C 1.657 0.136 4.529 -0.67
C 1.202 1.018 3.568 -0.48
C 1.143 0.917 2.162 0.47
N 0.753 1.912 1.398 0.73
C 0.726 3.267 1.910 -1.49
C 0.591 4.216 0.733 -1.06
C 1.534 3.852 -0.405 -1.33
N 1.100 2.679 -1.154 1.05
C 1.629 2.456 -2.346 0.89
C 2.791 3.155 -2.754 -0.66
C 3.444 3.259 -3.968 -0.61
C 3.137 2.693 -5.189 -0.73
C 2.092 1.808 -5.398 -0.67
C 1.177 1.250 -4.527 -1.35
C 0.945 1.403 -3.133 1.64
N 0.057 0.702 -2.452 0.98
C -0.733 -0.290 -3.177 -1.02
C -0.110 -1.687 -3.188 -0.77
H -0.862 -1.838 -1.163 -0.67
H -0.523 -3.383 -1.894 0.58
H 1.903 -2.994 -1.703 0.37
H 1.095 -2.947 -0.145 0.55
H 1.874 -0.513 -1.812 0.30
H 2.870 -1.155 -0.549 0.77
H 2.633 -2.039 1.138 0.24
H 3.184 -2.602 3.248 0.32
H 2.615 -1.591 5.285 0.35
H 1.510 0.475 5.550 0.35
H 0.803 1.945 3.960 0.31
H 1.670 3.452 2.440 0.64
H -0.081 3.436 2.634 0.46
H 0.813 5.233 1.062 0.56
H -0.435 4.226 0.359 0.18
H 2.544 3.695 0.002 0.41
H 1.595 4.700 -1.095 0.78
H 3.255 3.729 -1.965 0.32
H 4.320 3.901 -3.945 0.34
H 3.758 2.946 -6.038 0.34
H 1.977 1.462 -6.421 0.32
H 0.531 0.539 -5.015 0.20
H -0.960 0.058 -4.185 0.56
H -1.692 -0.370 -2.679 -0.36
H 0.916 -1.645 -3.572 0.45
H -0.671 -2.291 -3.906 0.42
N -4.250 0.337 -1.233 -0.40
C -3.155 0.594 -0.505 0.40
O -2.075 0.037 -0.763 -0.04
C -3.220 1.508 0.672 -1.28
C -1.796 1.604 1.158 -0.18
H -4.127 -0.131 -2.117 0.25
H -5.053 0.931 -1.122 0.25
H -3.922 1.085 1.404 0.45
H -3.613 2.471 0.345 0.48
H -1.526 0.685 1.699 0.09
H -1.630 2.453 1.815 0.31
C -3.248 -5.527 3.543 -1.43
C -2.640 -4.319 2.894 1.08
C -1.528 -3.682 3.426 -0.99
C -0.994 -2.577 2.776 0.00
N -1.489 -2.075 1.649 0.06
C -2.561 -2.682 1.143 -0.13
C -3.163 -3.789 1.718 -0.99
H -2.840 -5.688 4.540 0.35
H -3.052 -6.423 2.951 0.30
H -4.330 -5.424 3.628 0.36
H -1.072 -4.034 4.343 0.38
H -0.129 -2.074 3.195 0.15
H -2.952 -2.263 0.221 0.37
H -4.033 -4.229 1.246 0.41
Cl -1.791 3.047 -1.578 -0.37
```

Summary:
LUMO = 0.0 eV
frontier orbital gap = 6.686 eV
energy above the lowest of the compared OMol25 structures with the same formula, charge and spin = 0.000 eV
F_max = 0.5 eV/Å

(2)
Density functional theory data (ωB97M-V with the def2-TZVPD basis set) for 2 unconnected molecules or ions with the total composition C6H12N in a non-equilibrium geometry.

Structure (XYZ):
```
19
Properties=species:S:1:pos:R:3:mulliken_charge:R:1
C -3.134 0.274 -0.699 -0.71
C -2.655 -0.950 -0.352 -0.44
C 2.011 -1.048 -0.526 -0.55
C 2.438 -0.927 0.883 -0.45
C 1.094 -0.242 0.428 -0.08
C 1.062 1.074 0.016 -0.09
N 0.033 1.928 0.204 -0.35
H -2.925 0.791 -1.539 0.36
H -3.852 0.784 -0.069 0.29
H -1.829 -1.576 -0.658 0.29
H 2.318 -0.367 -1.370 0.27
H 1.528 -1.899 -0.854 0.27
H 2.296 -1.819 1.464 0.30
H 3.154 -0.179 1.158 0.25
H 0.270 -0.629 1.046 0.41
H 1.856 1.561 -0.449 0.41
H -0.851 1.790 0.793 0.30
H -3.028 -1.486 0.527 0.23
H 0.214 2.919 -0.003 0.28
```

Summary:
LUMO = -4.6 eV
total charge = +1
frontier orbital gap = 8.632 eV
energy above the lowest of the compared OMol25 structures with the same formula, charge and spin = 2.933 eV
F_max = 4.8 eV/Å

The highest frontier orbital gap belongs to which entry? C6H12N